Computed, not measured: an isolated molecule of C16H23Cl2NO at a distorted geometry, with ωB97M-V/def2-TZVPD.

XYZ file:
```
43
Properties=species:S:1:pos:R:3:forces:R:3:nbo_charge:R:1
Cl -1.4413 -3.9951 4.6067 0.67 1.50 -1.35 -0.005
Cl -0.6802 -1.0085 5.6674 0.51 0.20 -1.21 0.014
O 3.2096 1.8075 0.5989 0.52 1.01 1.64 -0.799
C -0.8375 -2.9001 2.0627 -1.18 -1.53 3.05 -0.232
C -0.5592 -1.9296 1.1629 0.40 1.24 -0.74 -0.214
C -0.2177 -0.3812 2.9521 0.63 -0.86 1.35 -0.198
C -0.9095 -2.6773 3.4787 1.25 1.79 0.02 -0.016
C -0.4740 -1.3492 3.9410 -2.52 -3.35 -1.02 -0.054
C -0.1874 -0.6163 1.5787 0.60 -1.11 0.81 -0.013
N 2.0487 0.5474 -1.2892 -0.66 0.03 -0.89 -0.683
C 2.8819 1.2784 -3.5010 0.73 0.96 0.26 -0.618
C 2.2706 1.7479 1.7199 -0.34 -1.61 -2.93 -0.070
C 3.0888 0.2386 -2.3408 -3.08 1.51 -0.80 -0.198
C 1.3958 -0.3796 -0.3447 1.20 3.07 1.36 -0.204
C -1.3681 3.0115 0.9595 0.41 -1.86 -1.19 -0.410
C -1.9352 1.6788 0.4964 -0.12 -1.17 -1.07 -0.400
C -0.2122 2.6938 1.8361 2.43 2.33 0.98 -0.383
C -0.9730 0.7085 -0.2775 -0.05 -1.13 0.56 -0.414
C 0.8778 1.8251 1.1215 -1.76 -2.27 -0.39 -0.217
C 0.3342 0.3761 0.5637 -1.14 1.24 -1.23 -0.034
H 2.8563 1.4511 -0.2845 -0.32 -0.09 1.51 0.489
H -1.1212 -3.9132 1.7792 0.09 0.29 -0.32 0.231
H -0.6550 -2.2240 0.1055 0.30 0.43 0.56 0.223
H 0.0930 0.4991 3.4607 0.26 1.13 -0.50 0.223
H 1.4562 1.3577 -1.5016 0.23 -0.94 -0.47 0.384
H 2.4831 2.2433 -3.0580 0.54 -0.98 -0.44 0.203
H 3.8722 1.5749 -4.0096 -1.55 -0.71 0.66 0.223
H 2.1306 0.9584 -4.2497 0.57 0.00 0.39 0.214
H 2.4563 0.8163 2.2370 -0.08 -0.32 0.38 0.166
H 2.2678 2.5298 2.4134 1.24 1.63 0.86 0.177
H 4.0113 0.3855 -1.9041 2.15 0.25 0.92 0.190
H 3.0571 -0.7547 -2.7438 -0.37 -0.69 0.00 0.190
H 1.0761 -1.2806 -0.7246 -1.44 -1.73 -1.51 0.189
H 2.1391 -0.7141 0.3478 0.93 -0.09 0.70 0.194
H -0.9753 3.5481 0.1314 0.18 0.59 -1.13 0.191
H -2.1529 3.6006 1.3559 -0.59 0.62 0.92 0.216
H -2.3183 1.1155 1.3659 0.12 0.23 -0.21 0.203
H -2.7728 1.8262 -0.1721 -0.46 0.14 -0.06 0.212
H 0.3704 3.7133 2.0091 -1.10 -1.90 0.14 0.204
H -0.6063 2.3638 2.7938 0.45 -0.30 0.20 0.205
H -1.4774 -0.2743 -0.4677 -0.07 0.67 0.76 0.207
H -0.7866 0.8779 -1.3343 0.45 1.36 -0.09 0.209
H 1.0393 2.3773 0.2118 -0.02 0.40 -0.50 0.204
```
Positions in Å, forces in eV/Å.

Summary:
- relative energy (zero: lowest compared OMol25 entry of this formula, charge and spin) (kJ/mol) = 234.2
- LUMO energy (eV) = 0.6191
- SMILES = CCNC[C@]1(c2ccc(Cl)c(Cl)c2)CCCC[C@H]1CO
- HOMO-LUMO gap (eV) = 9.56